No. 1
The following is a DFT calculation (ωB97M-V/def2-TZVPD) of an isolated molecule of C4H4N2O2 at a distorted geometry.

For the molar mass, the calculation gives 112.09 g mol⁻¹. The total energy comes out at -11282.95715 eV. The value obtained for the HOMO energy is -11.361 eV. The value obtained for the relative energy (zero: lowest compared OMol25 entry of this formula, charge and spin) is 5.582 eV. The SMILES is N#CC1([N+](=O)[O-])CC1. The multiplicity is 1.

CARTESIAN COORDINATES (ANGSTROEM)
N -0.96550 -2.35309 1.28442
C -0.62224 -1.39499 0.76695
C 0.08606 -0.33524 0.10979
N 0.94779 -0.70721 -0.99648
O 0.39853 -0.90199 -2.07890
O 2.14430 -0.70856 -0.78255
C 0.21896 1.02529 0.75267
C -0.87034 0.75406 -0.26488
H 1.08610 1.46140 0.42234
H 0.12264 1.05640 1.77916
H -1.76048 0.85556 0.23628
H -0.78583 1.24837 -1.22881

Here are the Löwdin charges for atoms 1 to 5, given in e: number 1, N, carries 0.194; number 2, C, carries -0.136; number 3, C, carries -0.354; number 4, N, carries -0.327; number 5, O, carries 0.106

---

No. 2
The following is a DFT calculation (ωB97M-V/def2-TZVPD) of a 12-piece molecular cluster, C32H76N8O16 overall at a distorted geometry.

For the molar mass, the calculation gives 829.00 g mol⁻¹. The total energy comes out at -79064.57752 eV. The value obtained for the HOMO energy is -13.453 eV. The charge is +4. The multiplicity is 1.

CARTESIAN COORDINATES (ANGSTROEM)
C 5.59037 8.78763 20.87370
C 6.12000 9.94208 21.72666
O 5.63517 10.71804 22.49769
N 7.63379 10.02360 21.55816
H 7.85543 9.56233 20.65999
H 7.86995 11.05867 21.45296
C 8.59413 9.47380 22.61163
H 4.49432 8.76648 20.88433
H 5.91164 7.94715 21.40630
H 5.94965 8.83530 19.89114
H 9.54541 9.96901 22.35306
H 8.75937 8.39724 22.34211
H 8.20432 9.81154 23.56330
C 18.82288 20.77449 18.96905
C 18.85261 21.65246 20.14183
O 19.40134 22.68506 20.28741
N 17.87793 21.28892 21.33342
H 17.69737 20.28005 21.44724
H 18.27801 21.59996 22.23169
C 16.57568 21.92267 21.20787
H 19.70665 20.14577 19.07472
H 18.85644 21.46040 18.07904
H 17.93183 20.07791 18.98105
H 15.93832 21.67143 22.03528
H 16.11296 21.60785 20.23783
H 16.65364 22.98385 21.08485
C 18.31073 18.17526 5.52109
C 18.42156 16.88560 6.24244
O 19.36015 16.19069 6.55285
N 17.10959 16.38087 6.74057
H 16.87916 16.90342 7.63259
H 16.34419 16.62603 6.06512
C 17.15515 14.88643 7.01292
H 19.24262 18.46629 5.11110
H 18.00815 18.91849 6.22334
H 17.61262 17.99800 4.66924
H 17.43554 14.42572 6.07757
H 16.12543 14.60135 7.25190
H 17.81134 14.59625 7.87534
C 15.93403 5.29518 5.15955
C 16.68236 6.08494 6.28668
O 16.30196 7.22438 6.47611
N 17.77319 5.55500 6.91726
H 12.59343 13.24708 6.30275
H 18.24776 6.03628 7.65433
C 18.51172 4.49651 6.37071
H 14.80864 5.37528 5.37219
H 16.23390 4.26233 4.98318
H 16.07544 5.82144 4.18750
H 17.92133 3.55920 6.28738
H 19.41325 4.29234 6.95739
H 18.75020 4.88502 5.38659
C 16.47193 14.48570 16.20746
C 17.35096 15.08593 17.23240
O 17.00929 15.99784 18.00813
N 18.54980 14.58099 17.22681
H 18.73701 13.89610 16.51215
H 14.94820 16.65904 18.39029
C 19.67866 14.95428 18.05110
H 15.49628 14.07643 16.57612
H 17.05250 13.74819 15.64245
H 16.14520 15.25037 15.50609
H 19.36278 15.80764 18.58568
H 20.51156 15.09639 17.31975
H 19.85509 14.13011 18.81373
C 15.00009 19.40231 4.92621
C 14.44071 18.28988 5.77318
O 15.06419 17.21338 5.86057
N 13.35732 18.49416 6.53469
H 10.92131 16.79763 15.07498
H 12.73142 19.25092 6.34374
C 12.75679 17.36230 7.24193
H 15.44945 20.14889 5.57974
H 14.25610 19.92068 4.28930
H 15.65792 19.02599 4.12660
H 12.22432 17.73891 8.12290
H 13.50890 16.69118 7.59865
H 12.23564 16.85718 6.47602
C 10.74205 8.25133 19.29238
C 9.35710 8.30030 18.72405
O 8.44306 8.07172 19.52692
N 9.07787 8.67199 17.43394
H 14.62910 8.71869 13.77697
H 8.12740 8.71907 17.28093
C 10.06582 8.90865 16.38300
H 11.40896 8.80422 18.62731
H 11.17662 7.25447 19.37602
H 10.57420 8.74891 20.24462
H 11.08336 8.57301 16.65700
H 10.10506 9.93745 16.03827
H 9.82596 8.30884 15.42713
C 4.78565 14.28404 7.65801
C 4.96596 12.78720 7.72920
O 4.52970 12.01676 8.52964
N 5.81979 12.13980 6.48789
H 5.48182 12.73687 5.66156
H 6.77432 12.36783 6.56291
C 5.68287 10.66079 6.20070
H 4.29384 14.62200 6.77974
H 5.73415 14.79178 7.78522
H 4.19265 14.53255 8.49635
H 6.46350 10.43948 5.49248
H 4.65607 10.53466 5.77361
H 5.89137 10.01300 7.08990
C 12.79623 6.45628 12.11660
C 14.05795 7.10156 12.71362
O 13.70856 8.20572 13.54328
O 15.15257 6.72525 12.50177
H 12.71728 5.52702 12.64490
H 13.15646 6.15401 11.11287
H 11.88564 6.99092 12.15534
C 12.97502 17.67520 14.45742
C 12.67856 16.93484 15.77040
O 11.46754 16.38066 15.76933
O 13.40170 16.87541 16.72644
H 12.21280 18.44681 14.16029
H 13.14638 17.15964 13.48512
H 13.86028 18.21589 14.68390
C 14.82790 15.13157 21.20195
C 14.97504 15.21223 19.71139
O 14.65386 16.51279 19.31426
O 15.23315 14.32965 18.95088
H 15.79362 15.14143 21.65470
H 14.34122 14.19668 21.20167
H 14.17742 15.85959 21.70813
C 12.58831 12.63161 8.52747
C 13.27676 13.81619 7.90793
O 13.17715 13.97828 6.55816
O 13.81656 14.63008 8.58364
H 12.86474 12.44522 9.53640
H 12.79290 11.70543 8.01437
H 11.48170 12.77092 8.65136

Here are the Löwdin charges for atoms 1 to 5, given in e: number 1, C, carries 0.052; number 2, C, carries -0.351; number 3, O, carries 0.185; number 4, N, carries 0.045; number 5, H, carries 0.102

---

No. 3
The following is a DFT calculation (ωB97M-V/def2-TZVPD) of a 2-piece molecular cluster, C5H15N3 overall at a distorted geometry.

For the molar mass, the calculation gives 117.20 g mol⁻¹. The total energy comes out at -9894.23742 eV. The value obtained for the HOMO energy is -8.440 eV. The value obtained for the relative energy (zero: lowest compared OMol25 entry of this formula, charge and spin) is 4.914 eV. The multiplicity is 1.

CARTESIAN COORDINATES (ANGSTROEM)
C -0.38838 -0.40704 1.23299
C 0.41647 -0.04578 -1.22580
C 0.70008 -0.62414 0.15841
C -0.54151 2.43773 -1.19143
C 1.46394 -0.49863 -2.24660
N 0.08086 -1.04765 2.45529
N -1.67636 -1.00822 0.93397
N -0.65312 1.02261 1.35045
H -0.56187 -0.39636 -1.56883
H -0.61526 -1.13222 3.18833
H 0.89676 -0.59225 2.84812
H -1.64998 -2.01969 0.97186
H -2.06286 -0.67268 0.06079
H 0.17810 1.57862 1.51147
H -1.39040 1.22231 2.01671
H 1.64825 -0.20746 0.52110
H 0.85961 -1.70513 0.09514
H 1.49891 -1.58853 -2.33160
H 0.54666 1.12086 -1.24637
H -1.21560 2.74782 -0.37692
H -1.23333 2.04215 -1.96197
H 1.24349 -0.08817 -3.23431
H 2.45554 -0.13816 -1.96084

Here are the Löwdin charges for atoms 1 to 5, given in e: number 1, C, carries -0.699; number 2, C, carries -0.299; number 3, C, carries -0.161; number 4, C, carries 0.132; number 5, C, carries -0.110

---

No. 4
The following is a DFT calculation (ωB97M-V/def2-TZVPD) of an isolated molecule of C6H9N at a distorted geometry.

For the molar mass, the calculation gives 95.14 g mol⁻¹. The total energy comes out at -7855.51420 eV. The value obtained for the HOMO energy is -7.357 eV. The value obtained for the relative energy (zero: lowest compared OMol25 entry of this formula, charge and spin) is 2.645 eV. The SMILES is C=C1NC=C[C@H]1C. The multiplicity is 1.

CARTESIAN COORDINATES (ANGSTROEM)
C -1.33814 1.46390 0.37401
C -0.14259 0.92838 0.10867
N 1.11563 1.38446 -0.20887
C 2.05583 0.34031 -0.15664
C 1.40674 -0.83765 -0.07912
C -0.04081 -0.53593 -0.23206
C -1.09735 -1.54766 0.13456
H -1.86788 0.83985 1.05333
H -1.77190 2.43348 0.12733
H 1.30950 2.36588 -0.24243
H 3.10659 0.54883 -0.29739
H 1.80562 -1.81861 0.08295
H -0.33972 -0.08430 -1.20042
H -0.79257 -2.54155 -0.21057
H -1.98979 -1.33879 -0.43739
H -1.41915 -1.60061 1.18404

Here are the Löwdin charges for atoms 1 to 5, given in e: number 1, C, carries 0.013; number 2, C, carries -0.373; number 3, N, carries 0.053; number 4, C, carries -0.096; number 5, C, carries -0.044

---

No. 5
The following is a DFT calculation (ωB97M-V/def2-TZVPD) of an isolated molecule of C5H2O at a distorted geometry.

For the molar mass, the calculation gives 78.07 g mol⁻¹. The total energy comes out at -7258.64692 eV. The value obtained for the HOMO energy is -9.860 eV. The value obtained for the relative energy (zero: lowest compared OMol25 entry of this formula, charge and spin) is 1.861 eV. The multiplicity is 1.

CARTESIAN COORDINATES (ANGSTROEM)
C -0.28968 0.98435 0.53957
C -1.33819 1.33649 1.17125
C 0.95582 0.39768 0.16275
C 0.56428 -0.66008 -0.54813
C -0.92201 -0.39900 -0.30875
O -2.01510 -0.84484 -0.44825
H 2.01249 0.76395 0.44697
H 1.03239 -1.57856 -1.01542

Here are the Löwdin charges for atoms 1 to 5, given in e: number 1, C, carries -0.302; number 2, C, carries 0.188; number 3, C, carries -0.065; number 4, C, carries 0.011; number 5, C, carries -0.271

---

No. 6
The following is a DFT calculation (ωB97M-V/def2-TZVPD) of C14H22MnN7O2S2 as an isolated structure at a distorted geometry.

For the molar mass, the calculation gives 439.45 g mol⁻¹. The expectation value of S² is 6.14. The total energy comes out at -82377.99328 eV. The value obtained for the HOMO energy (spin up / spin down) is -14.361 / -14.359 eV. The charge is +2. The value obtained for the relative energy (zero: lowest compared OMol25 entry of this formula, charge and spin) is 0.636 eV. The multiplicity is 5.

CARTESIAN COORDINATES (ANGSTROEM)
Mn -0.54018 -1.46483 -0.49835
C -1.33991 -0.02926 -4.33215
C -1.28124 -0.25712 -2.86797
N -0.42728 -1.12100 -2.30496
N 0.51578 -1.75441 -3.05447
C 0.93576 -2.92770 -2.56319
N 1.75781 -3.64620 -3.34380
S 0.39278 -3.58629 -1.01438
C -2.25817 0.27679 -1.92990
C -3.32056 1.12373 -2.24616
C -4.29785 1.39320 -1.27993
C -4.17475 0.83405 0.00682
C -3.06385 0.02570 0.25537
N -2.13006 -0.26528 -0.66995
H -0.40225 -0.38336 -4.75089
H -1.42933 1.02975 -4.55682
H -2.17045 -0.56217 -4.83768
H 2.04757 -3.16033 -4.19013
H 2.17245 -4.52591 -3.07199
H -3.40390 1.51512 -3.25960
H -5.18043 1.95502 -1.57541
H -4.93311 0.98416 0.78286
H -2.86259 -0.43391 1.21856
C 4.39138 -0.56968 2.88271
N 3.11536 -0.76239 2.22440
C 1.95320 -1.34778 2.90919
C 0.95491 -1.27821 1.72567
O -0.28506 -1.62717 1.70522
N 1.52426 -0.85504 0.57416
C 2.77033 -0.47822 0.92073
N 3.62624 0.14093 0.08301
H 4.17621 -0.52917 3.94938
H 4.86914 0.36678 2.58136
H 5.09781 -1.37799 2.67430
H 1.68725 -0.78460 3.80909
H 2.21675 -2.38014 3.20679
H 3.22330 0.52061 -0.76815
H 4.47380 0.55032 0.45469
C -1.03525 1.72242 3.27422
S -0.51936 1.80452 1.53955
C -1.05748 3.49245 1.07417
O 0.98946 1.92414 1.56458
H -0.46897 2.44742 3.85978
H -0.77987 0.74120 3.63178
H -2.10785 1.88906 3.36184
H -2.10077 3.64402 1.27398
H -0.89211 3.51695 -0.00225
H -0.42890 4.20981 1.57393

Here are the Löwdin charges for atoms 1 to 5, given in e: number 1, Mn, carries 0.883; number 2, C, carries 0.014; number 3, C, carries -0.179; number 4, N, carries -0.136; number 5, N, carries 0.009

---

No. 7
The following is a DFT calculation (ωB97M-V/def2-TZVPD) of a 2-piece molecular cluster, C10H18N3O overall at a distorted geometry.

For the molar mass, the calculation gives 196.27 g mol⁻¹. The total energy comes out at -17169.95838 eV. The value obtained for the HOMO energy is -11.853 eV. The charge is +1. The value obtained for the relative energy (zero: lowest compared OMol25 entry of this formula, charge and spin) is 5.115 eV. The multiplicity is 1.

CARTESIAN COORDINATES (ANGSTROEM)
C 2.07608 -2.59907 0.42447
C -1.14909 -1.11603 -1.83150
C 0.15221 -0.72872 -2.31749
C -1.49373 -1.87574 -0.69057
C 1.15473 -1.33456 -1.50733
C -0.39586 -2.19778 0.19153
C 0.88430 -2.01818 -0.36214
O -2.18935 -0.50229 -2.50572
H 0.49481 -0.21276 -3.10751
H -2.70385 -1.17326 -3.02155
H -2.46948 -1.89232 -0.21719
H 2.09256 -1.63407 -2.04118
H -0.71437 -2.84063 1.01332
H 2.01069 -3.58841 0.89413
H 2.57457 -1.92912 1.00747
H 2.72510 -2.63020 -0.60494
C -0.50667 2.30319 1.96435
C -1.04662 1.37694 3.18387
C 0.28577 1.74430 -0.36081
N 0.57495 1.83995 1.08726
N -0.98807 1.79941 -0.86785
N 1.45845 1.62634 -1.07863
H -1.30759 2.76611 1.43871
H -0.10262 3.15781 2.45629
H -0.96735 1.94030 4.15919
H -0.63326 0.40327 3.29223
H 1.35945 1.31241 1.44433
H -1.56499 1.73288 -0.20257
H -1.23248 2.08231 -1.80601
H 2.13703 1.03377 -0.86515
H 1.62746 1.94227 -2.07355
H -2.14281 1.21185 2.90454

Here are the Löwdin charges for atoms 1 to 5, given in e: number 1, C, carries -0.025; number 2, C, carries -0.320; number 3, C, carries 0.002; number 4, C, carries 0.010; number 5, C, carries -0.109

---

No. 8
The following is a DFT calculation (ωB97M-V/def2-TZVPD) of C2HBr2NO as an isolated structure at a distorted geometry.

For the molar mass, the calculation gives 214.84 g mol⁻¹. The total energy comes out at -145709.00509 eV. The value obtained for the HOMO energy (spin up / spin down) is -10.079 / -10.096 eV. The value obtained for the relative energy (zero: lowest compared OMol25 entry of this formula, charge and spin) is 2.525 eV. The multiplicity is 1.

CARTESIAN COORDINATES (ANGSTROEM)
C -0.58506 -0.15646 0.78875
C 0.75522 0.21076 0.18029
N -1.20279 -0.12853 -0.40072
O -0.96623 -0.14658 1.95701
Br 1.67847 -1.12507 -0.72318
Br 1.14520 1.95335 -0.63108
H -0.82480 -0.60747 -1.17106

Here are the Löwdin charges for atoms 1 to 5, given in e: number 1, C, carries -0.727; number 2, C, carries -0.932; number 3, N, carries 0.167; number 4, O, carries 0.070; number 5, Br, carries 0.755